# 1
{
  "formula": "C50H82BrF3I2N9O8PS2",
  "method": "ωB97M-V/def2-TZVPD",
  "species": ["C", "C", "N", "C", "C", "C", "O", "S", "O", "O", "C", "P", "O", "Br", "C", "C", "C", "C", "C", "C", "C", "C", "S", "C", "N", "N", "C", "O", "C", "C", "C", "F", "F", "F", "C", "C", "O", "O", "C", "I", "C", "C", "I", "C", "C", "O", "H", "H", "H", "H", "H", "H", "H", "H", "H", "H", "H", "H", "H", "H", "H", "H", "H", "H", "H", "H", "H", "H", "H", "H", "H", "H", "H", "H", "H", "H", "H", "H", "H", "H", "H", "H", "H", "H", "H", "H", "C", "C", "C", "C", "N", "H", "H", "H", "H", "H", "H", "H", "C", "C", "C", "C", "N", "H", "H", "H", "H", "H", "H", "H", "C", "C", "C", "C", "N", "H", "H", "H", "H", "H", "H", "H", "C", "C", "C", "C", "N", "H", "H", "H", "H", "H", "H", "H", "C", "C", "C", "C", "N", "H", "H", "H", "H", "H", "H", "H", "C", "C", "C", "C", "N", "H", "H", "H", "H", "H", "H", "H"],
  "coordinates": [[7.732, -2.028, 2.974], [6.265, -1.648, 3.219], [5.519, -1.729, 1.946], [4.156, -1.129, 2.074], [3.146, -2.220, 1.672], [1.742, -1.599, 1.509], [1.975, -0.524, 0.577], [1.129, -0.136, -0.671], [0.802, 1.257, -0.597], [1.868, -0.398, -1.872], [-0.419, -1.039, -0.677], [-0.906, -1.021, -2.515], [-2.411, -1.694, -2.482], [-1.395, 1.147, -2.941], [-0.436, -2.424, 0.057], [-1.951, -2.457, 0.470], [-2.585, -3.796, 0.876], [-3.765, -3.512, 1.848], [-5.077, -3.444, 1.057], [-5.299, -2.143, 0.277], [-5.331, -0.882, 1.138], [-5.534, 0.359, 0.225], [-4.074, 1.454, 0.289], [-4.404, 2.445, 1.670], [-5.534, 2.857, 2.130], [-5.288, 3.583, 3.260], [-4.010, 3.579, 3.421], [-3.391, 2.889, 2.461], [-0.333, -3.599, -0.959], [0.877, -3.686, -1.932], [0.593, -3.859, -3.417], [1.227, -4.964, -3.879], [-0.706, -4.000, -3.753], [1.085, -2.850, -4.155], [0.523, -2.563, 1.344], [1.029, -4.008, 1.479], [1.956, -4.372, 0.453], [2.727, -5.462, 0.917], [-0.288, -2.425, 2.712], [-0.790, -4.159, 3.909], [-0.744, -1.309, 3.287], [-1.466, -1.240, 4.605], [-0.555, 0.611, 2.434], [6.217, -0.927, 0.956], [6.378, -1.531, -0.413], [6.617, 0.202, 1.187], [7.797, -2.767, 2.179], [8.320, -1.148, 2.735], [8.180, -2.478, 3.858], [5.869, -2.400, 3.898], [6.198, -0.654, 3.661], [3.967, -0.815, 3.101], [4.123, -0.271, 1.410], [3.515, -2.648, 0.747], [3.173, -2.918, 2.503], [1.668, -1.124, 2.483], [-1.150, -0.366, -0.236], [-2.574, -1.964, -3.394], [-2.214, -1.612, 1.101], [-2.445, -2.201, -0.467], [-3.060, -4.238, 0.004], [-1.913, -4.553, 1.268], [-3.591, -2.578, 2.375], [-3.871, -4.327, 2.562], [-5.944, -3.553, 1.716], [-5.157, -4.266, 0.344], [-4.620, -2.036, -0.572], [-6.298, -2.230, -0.159], [-6.196, -0.967, 1.788], [-4.401, -0.744, 1.682], [-5.625, 0.034, -0.806], [-6.393, 0.912, 0.564], [-3.529, 4.067, 4.244], [-0.412, -4.569, -0.483], [-1.246, -3.562, -1.548], [1.457, -4.563, -1.674], [1.560, -2.847, -1.815], [1.549, -4.155, 2.418], [0.209, -4.714, 1.382], [2.109, -6.205, 0.995], [-2.398, -1.803, 4.590], [-0.855, -1.654, 5.405], [-1.694, -0.212, 4.871], [6.743, -2.551, -0.322], [7.012, -0.908, -1.030], [5.392, -1.556, -0.884], [4.781, 3.003, -0.467], [3.891, 3.246, -1.681], [4.608, 4.000, -2.807], [5.052, 5.321, -2.347], [5.401, 6.357, -1.982], [5.101, 3.941, -0.010], [4.239, 2.438, 0.293], [5.673, 2.433, -0.737], [3.007, 3.805, -1.369], [3.544, 2.286, -2.066], [3.941, 4.135, -3.656], [5.478, 3.440, -3.153], [2.276, 5.790, -5.984], [3.050, 5.915, -7.290], [3.485, 4.560, -7.860], [4.368, 3.875, -6.912], [5.064, 3.337, -6.169], [2.887, 5.343, -5.200], [1.967, 6.774, -5.633], [1.380, 5.178, -6.113], [3.927, 6.542, -7.123], [2.427, 6.425, -8.027], [4.023, 4.692, -8.799], [2.615, 3.931, -8.056], [-5.471, -8.691, 0.125], [-6.399, -8.468, -1.064], [-5.714, -7.739, -2.226], [-5.249, -6.415, -1.805], [-4.882, -5.381, -1.458], [-5.133, -7.745, 0.551], [-5.988, -9.237, 0.914], [-4.592, -9.269, -0.166], [-7.270, -7.897, -0.738], [-6.764, -9.432, -1.422], [-6.408, -7.613, -3.058], [-4.858, -8.311, -2.586], [7.602, 7.852, -4.175], [7.519, 9.371, -4.284], [6.117, 9.914, -3.984], [5.137, 9.373, -4.929], [4.367, 8.948, -5.671], [6.953, 7.364, -4.904], [8.621, 7.514, -4.367], [7.313, 7.512, -3.181], [7.822, 9.678, -5.287], [8.226, 9.822, -3.584], [6.106, 11.002, -4.059], [5.811, 9.641, -2.973], [1.595, 1.389, 8.914], [1.916, 1.673, 7.451], [1.108, 0.802, 6.483], [1.395, -0.619, 6.703], [1.625, -1.734, 6.876], [1.848, 0.363, 9.186], [2.168, 2.049, 9.565], [0.535, 1.547, 9.122], [2.983, 1.516, 7.280], [1.708, 2.723, 7.235], [1.361, 1.049, 5.452], [0.038, 0.970, 6.619], [-11.034, 2.502, 0.932], [-10.361, 2.454, -0.435], [-10.023, 1.027, -0.884], [-9.098, 0.394, 0.060], [-8.374, -0.104, 0.803], [-10.379, 2.113, 1.713], [-11.282, 3.529, 1.198], [-11.957, 1.918, 0.936], [-9.450, 3.054, -0.407], [-11.020, 2.907, -1.177], [-9.557, 1.040, -1.870], [-10.927, 0.420, -0.947]],
  "spin_multiplicity": 1,
  "lumo_energy_ev": -0.29,
  "homo_ev": -8.64,
  "smiles": "CCN(CC[C@H]1OS(=O)(=O)[C@@H](P(O)Br)[C@@](CCCCCCCSc2nnco2)(CCC(F)(F)F)[C@]1(COO)/C(I)=C(/C)I)C(C)=O.CCCC#N.CCCC#N.CCCC#N.CCCC#N.CCCC#N.CCCC#N"
}



# 2
{
  "formula": "C10H16ClN2",
  "method": "ωB97M-V/def2-TZVPD",
  "species": ["C", "C", "C", "C", "C", "C", "C", "C", "C", "C", "N", "N", "Cl", "H", "H", "H", "H", "H", "H", "H", "H", "H", "H", "H", "H", "H", "H", "H", "H"],
  "coordinates": [[-0.887, -1.973, -3.210], [-0.128, -2.677, -2.273], [-1.212, -0.621, -2.984], [0.181, -2.110, -1.088], [-0.983, -0.066, -1.726], [-0.216, -0.807, -0.829], [-0.019, 1.447, 2.205], [-1.980, 0.556, 0.989], [1.801, -0.085, 0.673], [0.269, -0.104, 0.373], [-0.536, 0.601, 1.127], [2.285, -0.270, 2.026], [0.332, 4.603, 0.734], [-1.022, -2.633, -4.052], [0.161, -3.692, -2.294], [-1.806, -0.181, -3.859], [0.776, -2.502, -0.307], [-1.303, 0.918, -1.741], [0.951, 1.087, 2.460], [-0.328, 2.566, 2.021], [-0.555, 1.391, 3.077], [-2.177, -0.032, 0.141], [-2.229, 0.199, 1.995], [-2.575, 1.439, 0.681], [2.305, -0.751, -0.230], [2.131, 0.870, 0.246], [1.449, 4.222, 1.275], [2.019, -1.195, 2.377], [3.296, -0.200, 2.194]],
  "spin_multiplicity": 1,
  "lumo_energy_ev": -4.06,
  "de_lowest_kcal_mol": 30.56,
  "homo_ev": -13.12,
  "total_charge": 1
}



# 3
{
  "formula": "H6N2",
  "method": "ωB97M-V/def2-TZVPD",
  "species": ["N", "H", "H", "H", "N", "H", "H", "H"],
  "coordinates": [[1.092, -4.864, 1.790], [0.391, -5.603, 1.676], [1.966, -5.322, 2.069], [1.252, -4.458, 0.863], [2.177, -5.301, 3.748], [2.425, -5.419, 2.760], [2.057, -6.241, 4.139], [2.991, -4.886, 4.212]],
  "spin_multiplicity": 1,
  "lumo_energy_ev": 1.20,
  "de_lowest_kcal_mol": 72.01,
  "homo_ev": -9.05
}



# 4
{
  "formula": "C23H19F3N3NdO3S",
  "method": "ωB97M-V/def2-TZVPD",
  "species": ["Nd", "O", "C", "C", "C", "C", "C", "C", "C", "N", "N", "C", "O", "C", "C", "C", "C", "C", "C", "H", "H", "H", "H", "H", "H", "H", "H", "H", "H", "F", "C", "F", "F", "C", "C", "C", "C", "N", "C", "S", "H", "H", "H", "C", "C", "C", "O", "H", "H", "H", "H", "H", "H"],
  "coordinates": [[0.943, 0.069, -0.228], [2.895, -0.097, 0.471], [3.115, -0.629, 1.641], [4.098, -0.038, 2.467], [4.406, -0.524, 3.714], [3.723, -1.625, 4.224], [2.767, -2.243, 3.452], [2.439, -1.795, 2.161], [1.464, -2.545, 1.406], [1.037, -2.107, 0.266], [0.126, -2.812, -0.485], [-0.220, -2.174, -1.594], [0.223, -1.022, -1.954], [-1.172, -2.883, -2.478], [-1.244, -4.274, -2.459], [-2.081, -4.941, -3.334], [-2.862, -4.225, -4.230], [-2.811, -2.840, -4.233], [-1.970, -2.168, -3.366], [4.604, 0.826, 2.061], [5.176, -0.040, 4.298], [3.956, -1.996, 5.210], [2.241, -3.101, 3.850], [1.116, -3.507, 1.804], [-0.622, -4.808, -1.760], [-2.113, -6.021, -3.329], [-3.504, -4.747, -4.926], [-3.422, -2.280, -4.928], [-1.930, -1.088, -3.369], [-3.781, 2.915, -0.947], [-3.071, 3.102, -2.065], [-3.595, 4.203, -2.644], [-3.351, 2.085, -2.894], [-1.592, 3.251, -1.832], [-0.900, 4.294, -2.407], [0.470, 4.415, -2.176], [1.090, 3.431, -1.432], [0.456, 2.375, -0.915], [-0.899, 2.271, -1.077], [-1.681, 0.964, -0.313], [-1.425, 5.009, -3.019], [1.029, 5.249, -2.564], [2.153, 3.489, -1.219], [-1.592, 1.140, 3.197], [-0.220, 1.499, 2.736], [0.373, 2.777, 3.242], [0.393, 0.775, 1.961], [-1.818, 1.563, 4.172], [-1.717, 0.057, 3.196], [-2.304, 1.541, 2.468], [-0.378, 3.548, 3.384], [1.163, 3.122, 2.577], [0.821, 2.561, 4.213]],
  "spin_multiplicity": 4,
  "lumo_energy_ev": [0.05, 0.07],
  "de_lowest_kcal_mol": 22.10,
  "homo_ev": [-7.74, -7.77]
}